(1)
Formula: C38H44ClN4O4RuTe
Source: OMol25
Level of theory: ωB97M-V/def2-TZVPD

Values from the calculation:
Frontier orbital gap (spin up / spin down)   6.92 / 4.61 eV
Charge   +2
E_tot   -76649.7008 eV
2S+1   6
Relative energy (zero: lowest compared OMol25 entry of this formula, charge and spin)   0.0 kcal/mol
HOMO level (spin up / spin down)   -11.931 / -12.415 eV

The geometry in XYZ format:
```
93
Properties=species:S:1:pos:R:3:mulliken_charge:R:1
Ru 13.8799 12.0917 10.4730 0.545
Cl 18.7235 12.5740 15.8451 -0.190
C 17.3672 12.5841 14.8477 0.080
C 16.0781 12.7972 15.3457 -0.343
C 14.9437 12.5234 14.6308 -1.156
C 15.0915 12.2809 13.2639 0.885
O 13.9219 12.1665 12.5706 -0.407
C 16.3973 12.0920 12.6735 0.696
C 16.6804 12.1203 11.2934 -0.376
O 15.8309 12.5001 10.4023 -0.384
C 17.5056 12.1628 13.5274 -1.068
H 16.0783 13.2060 16.3541 0.401
H 13.9746 12.4371 15.0351 0.765
H 17.6723 11.7753 11.0218 0.485
H 18.5479 11.9001 13.2532 0.365
C 12.7274 12.2877 6.6119 -1.140
C 13.7657 12.7853 7.5916 0.803
O 14.3384 11.9173 8.3658 -0.568
N 14.0249 14.0967 7.6683 -0.072
C 15.0310 14.7556 8.5371 -0.976
C 14.4407 15.1223 9.8692 0.557
C 14.5994 16.3999 10.3269 -0.632
C 13.8471 16.9168 11.4043 -0.699
C 12.8608 16.0803 11.8983 -0.683
C 12.8886 14.7187 11.5420 -0.686
N 13.6111 14.2167 10.5096 0.733
H 12.4474 11.2538 6.9109 0.231
H 13.0831 12.3038 5.5448 0.385
H 11.8585 12.9431 6.7177 0.364
H 13.4494 14.6570 7.0951 0.269
H 15.3877 15.6776 8.0782 0.565
H 15.8878 14.0607 8.5976 0.167
H 15.3444 17.0535 9.8203 0.372
H 14.0672 17.9175 11.7353 0.482
H 12.1558 16.4089 12.6489 0.351
H 12.2590 14.0336 12.0784 0.904
C 11.9427 7.6748 9.5031 -0.897
C 13.2960 7.5515 10.1963 -0.332
C 13.8322 8.8704 10.4533 0.450
N 14.0941 10.0219 10.5125 -0.331
H 11.3549 6.7342 9.5683 0.340
H 12.0625 7.8839 8.4283 0.287
H 11.3550 8.4852 9.9594 0.180
H 14.0622 7.1184 9.5937 0.303
H 13.2049 7.1128 11.1778 0.279
C 10.2170 12.9274 9.1720 -0.832
C 10.8449 12.0778 10.2892 0.189
O 10.1555 11.5812 11.2107 -0.726
N 12.2076 11.8466 10.2700 0.064
Te 8.8051 13.4801 13.5446 0.769
C 7.7037 14.8042 14.8343 0.011
C 6.5954 14.2535 15.5335 0.762
C 6.0477 12.8901 15.5116 -1.332
C 5.9181 15.1407 16.3735 -0.845
C 6.2915 16.4837 16.6027 0.386
C 5.5140 17.3688 17.5480 -1.468
C 7.2608 17.0187 15.7476 -0.898
C 7.9186 16.1783 14.8315 1.296
C 8.8524 16.8319 13.7763 -1.655
C 9.5656 12.2937 15.1832 -0.298
C 10.0349 12.8014 16.4219 1.614
C 10.4383 14.2468 16.5348 -1.632
C 10.2660 11.9632 17.5346 -0.960
C 9.7344 10.6702 17.5078 0.650
C 9.3636 9.8548 18.7275 -1.536
C 9.4483 10.0986 16.2610 -0.868
C 9.3860 10.8727 15.0842 1.052
C 8.8261 10.1960 13.8734 -1.048
H 9.8221 12.2510 8.3814 0.288
H 10.8662 13.6650 8.7464 0.275
H 9.3774 13.5035 9.6487 0.233
H 5.4954 12.7093 14.5946 0.317
H 5.4156 12.6796 16.3709 0.439
H 6.8447 12.1022 15.5431 0.048
H 4.9782 14.7202 16.7666 0.365
H 4.4782 17.0097 17.6201 0.370
H 5.4623 18.4148 17.2391 0.373
H 5.7936 17.2468 18.5952 0.317
H 7.5257 18.0962 15.6387 0.320
H 8.6361 17.9091 13.6808 0.470
H 8.6315 16.3710 12.8348 0.394
H 9.9125 16.6550 13.9681 0.239
H 10.7843 14.5577 15.5460 0.157
H 11.2719 14.3976 17.1976 0.503
H 9.6267 14.9199 16.7853 0.295
H 10.8539 12.3753 18.3810 0.437
H 10.2343 9.2374 18.9570 0.346
H 8.5652 9.1433 18.5084 0.401
H 9.1649 10.4542 19.6201 0.395
H 9.1073 9.0538 16.1482 0.401
H 9.1816 9.1154 13.8514 0.445
H 9.1377 10.7112 12.9404 -0.109
H 7.7408 10.2598 13.8816 0.284
```

(2)
Formula: C38H44IN6PPd
Source: OMol25
Level of theory: ωB97M-V/def2-TZVPD

Values from the calculation:
Frontier orbital gap (spin up / spin down)   6.91 / 4.44 eV
Charge   +4
E_tot   -69888.7104 eV
2S+1   5
HOMO level (spin up / spin down)   -18.197 / -18.580 eV

The geometry in XYZ format:
```
91
Properties=species:S:1:pos:R:3:mulliken_charge:R:1
Pd -0.0117 1.3495 -0.2191 -1.181
C -0.8580 3.5947 1.7299 -0.551
N -1.9998 2.7799 2.1367 0.017
C -3.3026 3.4697 2.1373 -1.230
C -1.8825 1.4685 2.3351 -0.544
N -0.7921 0.8308 1.7398 1.920
C -0.0380 -0.0681 2.3715 -0.410
C -0.1078 -0.4064 3.7335 -0.575
C 0.7613 -1.3500 4.2986 -0.892
C 1.7139 -2.0117 3.5628 -1.731
C 1.8599 -1.8332 2.1060 -0.327
C 0.9683 -0.7436 1.4528 1.198
N 1.5778 0.2580 0.6003 1.309
C 2.8693 0.6434 0.6640 -0.774
N 3.4979 1.0251 -0.4667 0.399
C 3.3025 0.3467 -1.7370 -0.992
C 4.5555 2.0386 -0.4615 -1.104
N 3.5432 0.7118 1.8295 0.327
C 2.9316 1.1884 3.0619 -0.738
C 4.9743 0.4119 1.9380 -1.215
N -2.7810 0.7783 3.0315 0.218
C -3.5300 1.3474 4.1644 -1.240
C -3.0659 -0.6327 2.7650 -0.815
H -1.2047 4.6096 1.5600 0.405
H -0.4292 3.2118 0.7813 -0.046
H -0.0716 3.6069 2.4841 0.344
H -3.3426 4.0945 1.2467 0.493
H -3.4213 4.0954 3.0201 0.385
H -4.1039 2.7402 2.0872 0.377
H -0.8229 0.0979 4.3675 0.725
H 0.6846 -1.5513 5.3593 0.506
H 2.3483 -2.7389 4.0554 0.613
H 2.9086 -1.7560 1.8200 0.974
H 4.1139 -0.3613 -1.9234 0.250
H 3.3095 1.0857 -2.5384 0.299
H 2.3575 -0.1865 -1.7356 0.260
H 4.4929 2.6305 0.4467 0.360
H 4.3961 2.6956 -1.3158 0.379
H 5.5491 1.5984 -0.5421 0.406
H 1.9149 1.5210 2.8668 -0.060
H 3.5105 2.0375 3.4313 0.509
H 2.9343 0.4174 3.8323 0.305
H 5.3170 -0.0913 1.0392 0.401
H 5.1150 -0.2564 2.7880 0.398
H 5.5635 1.3138 2.1048 0.410
H -3.0979 2.2989 4.4594 0.408
H -3.4360 0.6453 4.9936 0.421
H -4.5845 1.4669 3.9207 0.439
H -2.7758 -0.8807 1.7477 0.118
H -4.1418 -0.7697 2.8590 0.515
H -2.5692 -1.2836 3.4860 0.300
I 0.3178 2.7807 -2.5437 0.352
C 0.4816 1.4554 -4.1431 -0.245
C 1.1793 2.0884 -5.1906 -0.598
C 1.2397 1.5471 -6.4540 -1.107
C 0.5688 0.3448 -6.6965 -0.569
C -0.1039 -0.3292 -5.6668 0.602
C -0.7581 -1.5224 -6.0179 -0.722
C -1.4456 -2.2602 -5.0622 -1.197
C -1.4322 -1.8150 -3.7595 -0.554
C -0.7722 -0.6392 -3.3438 1.400
P -0.8088 -0.4782 -1.5044 1.717
C 0.2062 -1.8027 -0.8587 -0.307
C 0.2016 -1.8882 0.6523 -0.528
C 1.1272 -2.9584 1.2756 0.064
C 1.9985 -3.7183 0.3312 -1.373
C 1.9504 -3.5386 -0.9918 -1.070
C 1.0213 -2.5785 -1.5899 -0.070
C -2.5223 -0.7756 -1.0466 1.175
C -3.4059 0.3061 -1.0002 -0.763
C -4.7408 0.0972 -0.6901 -0.792
C -5.1974 -1.1889 -0.4229 -0.748
C -4.3249 -2.2701 -0.4674 -0.953
C -2.9889 -2.0672 -0.7775 -0.294
C -0.1321 0.1743 -4.3124 1.017
H 1.6548 3.0432 -5.0080 0.507
H 1.7674 2.0511 -7.2525 0.467
H 0.5727 -0.0795 -7.6929 0.494
H -0.7279 -1.8578 -7.0467 0.503
H -1.9609 -3.1699 -5.3364 0.510
H -1.9491 -2.4032 -3.0130 0.404
H -0.8268 -1.9884 1.0063 0.189
H 0.5903 -3.6565 1.9194 0.614
H 2.6617 -4.4609 0.7589 0.527
H 2.5736 -4.1215 -1.6550 0.558
H 1.0267 -2.5113 -2.6721 0.482
H -3.0639 1.3111 -1.2356 0.405
H -5.4323 0.9283 -0.6795 0.549
H -6.2419 -1.3513 -0.1921 0.517
H -4.6898 -3.2693 -0.2734 0.503
H -2.3143 -2.9155 -0.8225 0.376
```